(1)
{
  "formula": "C6H10O",
  "method": "ωB97M-V/def2-TZVPD",
  "elements": ["C", "C", "O", "C", "C", "C", "C", "H", "H", "H", "H", "H", "H", "H", "H", "H", "H"],
  "positions_angstrom": [[-1.252, -0.387, 0.311], [-0.366, -1.343, -0.498], [1.034, -1.332, -0.302], [1.528, -0.487, 0.703], [1.454, 0.803, -0.125], [0.324, 1.480, -0.409], [-1.111, 1.092, -0.086], [-1.066, -0.509, 1.382], [-2.287, -0.722, 0.154], [-0.597, -2.374, -0.235], [-0.548, -1.182, -1.571], [0.931, -0.482, 1.636], [2.468, -0.994, 1.000], [2.337, 1.003, -0.731], [0.435, 2.422, -0.946], [-1.744, 1.273, -0.976], [-1.540, 1.738, 0.694]],
  "forces_ev_per_angstrom": [[0.14, -0.08, 0.10], [-0.43, -0.33, -0.07], [-0.04, -1.60, 0.15], [-0.50, 0.26, -0.69], [0.19, 0.60, 0.78], [0.41, -0.07, 0.43], [0.13, -0.05, 0.16], [-0.04, -0.04, -0.12], [0.22, 0.09, 0.00], [-0.77, -0.11, -0.22], [0.00, -0.08, 0.18], [0.04, 0.17, -0.53], [0.05, 1.24, -0.41], [0.06, 0.49, 0.52], [-0.01, -0.39, -0.39], [0.45, -0.01, 0.20], [0.09, -0.09, -0.09]],
  "nbo_charge": [-0.433, -0.070, -0.537, -0.115, -0.196, -0.204, -0.447, 0.202, 0.221, 0.184, 0.177, 0.169, 0.206, 0.209, 0.205, 0.212, 0.216],
  "lumo_ha": 0.0396,
  "e_above_lowest_kcal_mol": 37.2,
  "max_force_ev_per_a": 1.60,
  "charge": 0,
  "gap_ha": 0.3507
}

(2)
{
  "formula": "C6H10O",
  "method": "ωB97M-V/def2-TZVPD",
  "elements": ["C", "C", "C", "C", "C", "O", "C", "H", "H", "H", "H", "H", "H", "H", "H", "H", "H"],
  "positions_angstrom": [[1.571, -0.795, -0.055], [0.220, -0.095, 0.002], [-0.601, 0.011, -1.322], [-1.790, -0.071, -0.410], [-0.998, -0.895, 0.563], [-1.034, 1.878, 0.685], [0.241, 1.284, 0.669], [2.295, -0.202, -0.625], [1.481, -1.774, -0.538], [1.975, -0.951, 0.952], [-0.512, 0.889, -1.969], [-0.456, -0.910, -1.896], [-1.781, 1.299, 0.250], [-0.908, -1.939, 0.243], [-1.268, -0.837, 1.622], [0.949, 1.931, 0.129], [0.617, 1.178, 1.699]],
  "forces_ev_per_angstrom": [[0.01, 0.02, 0.02], [0.11, 0.02, 0.03], [-0.11, 0.06, -0.16], [0.10, -0.46, -0.20], [-0.16, -0.08, 0.11], [-0.13, 0.07, 0.00], [0.22, -0.11, -0.01], [-0.10, -0.05, 0.09], [-0.01, 0.17, 0.08], [-0.06, 0.05, -0.12], [-0.06, -0.18, 0.09], [0.04, 0.03, 0.06], [0.35, 0.53, 0.33], [0.05, 0.06, 0.00], [0.01, -0.04, -0.21], [-0.15, -0.08, 0.05], [-0.11, 0.00, -0.14]],
  "nbo_charge": [-0.603, -0.034, -0.541, 0.127, -0.541, -0.722, -0.064, 0.218, 0.212, 0.218, 0.229, 0.242, 0.444, 0.242, 0.229, 0.172, 0.172],
  "lumo_ha": -0.0095,
  "e_above_lowest_kcal_mol": 95.4,
  "max_force_ev_per_a": 0.71,
  "charge": 0,
  "gap_ha": 0.3087
}

(3)
{
  "formula": "C6H10O",
  "method": "ωB97M-V/def2-TZVPD",
  "elements": ["C", "C", "C", "C", "C", "C", "H", "H", "H", "H", "H", "H", "H", "H", "H", "H", "O"],
  "positions_angstrom": [[-0.192, 0.064, 2.275], [0.351, 0.198, 0.895], [0.683, -1.296, -1.059], [0.254, 0.180, -1.422], [-0.842, 1.053, -1.567], [-0.560, 0.415, -0.230], [-0.576, 1.048, 2.713], [0.697, -0.170, 2.862], [-0.942, -0.713, 2.284], [1.349, 0.792, 0.845], [1.656, -1.751, -1.373], [-0.217, -1.902, -1.337], [1.150, 0.858, -1.486], [-0.576, 2.035, -1.764], [-1.783, 0.712, -2.006], [-1.327, -0.433, -0.032], [0.874, -1.089, 0.401]],
  "forces_ev_per_angstrom": [[0.58, 1.36, 0.73], [3.01, 1.19, -1.28], [-0.99, 1.34, 0.29], [5.10, -2.42, -0.65], [-3.48, -0.30, -0.22], [-2.84, -0.12, 0.82], [0.30, -1.30, -0.92], [-0.41, -0.50, 0.47], [-0.22, -0.22, 0.36], [-2.02, -0.02, 0.44], [-1.00, 0.68, -0.24], [0.93, -0.21, 0.65], [-0.47, -1.00, 0.65], [0.27, 1.69, -0.53], [0.06, 0.34, 0.24], [1.02, 1.29, -0.91], [0.17, -1.81, 0.09]],
  "nbo_charge": [-0.627, 0.099, -0.064, -0.275, -0.339, -0.271, 0.219, 0.223, 0.217, 0.185, 0.211, 0.176, 0.198, 0.220, 0.219, 0.198, -0.590],
  "lumo_ha": 0.0410,
  "e_above_lowest_kcal_mol": 92.1,
  "max_force_ev_per_a": 5.68,
  "charge": 0,
  "gap_ha": 0.3704
}

(4)
{
  "formula": "C6H10O",
  "method": "ωB97M-V/def2-TZVPD",
  "elements": ["C", "C", "O", "C", "C", "C", "C", "H", "H", "H", "H", "H", "H", "H", "H", "H", "H"],
  "positions_angstrom": [[1.120, 1.758, 0.277], [-0.140, 1.017, -0.161], [0.186, 0.301, -1.355], [-0.578, -0.893, -1.431], [-0.861, -1.298, 0.004], [0.324, -1.239, 0.920], [-0.596, -0.059, 0.805], [1.702, 1.963, -0.621], [1.715, 1.126, 0.944], [0.904, 2.695, 0.796], [-0.961, 1.723, -0.375], [-1.527, -0.734, -1.968], [0.024, -1.618, -1.991], [-1.685, -1.970, 0.220], [1.308, -1.205, 0.450], [0.294, -1.800, 1.847], [-1.229, 0.231, 1.638]],
  "forces_ev_per_angstrom": [[-0.08, -0.06, -0.04], [0.06, -0.01, 0.09], [0.07, -0.08, -0.10], [-0.09, -0.20, -0.03], [-0.11, -0.03, -0.10], [0.23, -0.18, 0.08], [-0.17, 0.22, 0.12], [0.07, 0.19, 0.09], [-0.02, 0.09, -0.15], [-0.05, -0.10, -0.08], [0.13, -0.16, 0.11], [0.13, 0.03, 0.06], [-0.12, 0.07, 0.07], [0.07, 0.16, -0.06], [-0.20, 0.17, 0.13], [-0.08, -0.01, -0.15], [0.14, -0.10, -0.06]],
  "nbo_charge": [-0.626, 0.098, -0.535, -0.061, -0.257, -0.430, -0.252, 0.228, 0.210, 0.210, 0.169, 0.166, 0.188, 0.224, 0.220, 0.221, 0.227],
  "lumo_ha": 0.0427,
  "e_above_lowest_kcal_mol": 14.5,
  "max_force_ev_per_a": 0.30,
  "charge": 0,
  "gap_ha": 0.3961
}

(5)
{
  "formula": "C6H10O",
  "method": "ωB97M-V/def2-TZVPD",
  "elements": ["C", "C", "O", "C", "C", "C", "C", "H", "H", "H", "H", "H", "H", "H", "H", "H", "H"],
  "positions_angstrom": [[0.795, -0.657, -1.881], [0.031, -0.840, -0.585], [0.956, -0.969, 0.558], [0.748, 0.080, 1.355], [-0.355, 0.831, 1.106], [-0.460, 1.734, -0.071], [-0.898, 0.291, -0.186], [1.546, -1.437, -2.029], [1.283, 0.323, -1.915], [0.076, -0.702, -2.707], [-0.511, -1.789, -0.594], [-0.897, -1.157, 2.972], [1.461, 0.145, 2.174], [-1.057, -0.478, 2.709], [0.480, 2.025, -0.536], [-1.228, 2.501, -0.102], [-1.969, 0.100, -0.267]],
  "forces_ev_per_angstrom": [[0.06, 0.00, 0.01], [-0.16, -0.01, -0.18], [-0.06, -0.09, 0.22], [0.13, 0.15, -0.10], [0.44, 0.01, -0.02], [0.00, 0.32, -0.31], [-0.08, -0.10, -0.13], [-0.06, 0.07, 0.03], [-0.02, -0.16, 0.04], [0.14, 0.00, 0.11], [-0.06, 0.14, -0.10], [-0.26, -0.26, 0.26], [0.02, 0.18, -0.24], [-0.12, -0.32, 0.28], [-0.20, 0.04, 0.02], [0.01, -0.08, -0.02], [0.22, 0.09, 0.13]],
  "nbo_charge": [-0.626, 0.085, -0.471, 0.283, -0.281, -0.372, -0.292, 0.220, 0.210, 0.221, 0.198, -0.049, 0.200, 0.024, 0.206, 0.218, 0.223],
  "lumo_ha": 0.0278,
  "e_above_lowest_kcal_mol": 92.9,
  "max_force_ev_per_a": 0.45,
  "charge": 0,
  "gap_ha": 0.3177
}

(6)
{
  "formula": "C6H10O",
  "method": "ωB97M-V/def2-TZVPD",
  "elements": ["C", "C", "O", "C", "C", "C", "C", "H", "H", "H", "H", "H", "H", "H", "H", "H", "H"],
  "positions_angstrom": [[2.160, 0.882, -0.256], [1.139, -0.179, 0.079], [0.422, 0.048, 1.306], [-0.599, -0.856, 0.836], [-1.928, -0.141, 0.632], [-1.372, 0.392, -0.720], [-0.162, -0.589, -0.620], [1.749, 1.872, -0.470], [2.827, 0.963, 0.611], [2.763, 0.546, -1.107], [1.688, -1.133, 0.196], [-0.479, -1.838, 1.307], [-2.196, 0.593, 1.396], [-2.758, -0.844, 0.501], [-2.023, 0.185, -1.576], [-1.124, 1.456, -0.717], [-0.106, -1.356, -1.397]],
  "forces_ev_per_angstrom": [[-0.09, 0.02, -0.03], [0.33, -0.02, -0.21], [0.08, -0.04, 0.19], [-0.27, -0.30, 0.12], [-0.06, 0.02, 0.08], [0.00, 0.15, -0.12], [0.10, -0.11, -0.12], [-0.11, -0.17, 0.03], [-0.07, 0.08, -0.16], [-0.09, 0.11, 0.06], [0.07, 0.15, -0.06], [-0.33, 0.08, 0.04], [0.08, -0.10, -0.09], [0.14, 0.11, -0.02], [0.18, 0.09, 0.13], [0.05, -0.14, -0.01], [0.00, 0.07, 0.17]],
  "nbo_charge": [-0.633, 0.117, -0.539, 0.102, -0.420, -0.406, -0.258, 0.212, 0.224, 0.215, 0.152, 0.179, 0.218, 0.207, 0.211, 0.213, 0.207],
  "lumo_ha": 0.0420,
  "e_above_lowest_kcal_mol": 37.0,
  "max_force_ev_per_a": 0.42,
  "charge": 0,
  "gap_ha": 0.3892
}